1.
{"formula": "C2H4INO", "method": "wB97M-V/def2-TZVPD", "symbols": ["C", "C", "N", "O", "I", "H", "H", "H", "H"], "xyz": [[-0.699, 0.076, 0.791], [-0.727, 1.336, 0.497], [-0.490, -1.100, 1.088], [2.076, -0.919, -1.012], [1.365, 0.185, -2.481], [-0.641, 1.774, -0.549], [-1.222, 1.956, 1.277], [-1.234, -1.707, 0.976], [1.572, -1.601, -0.586]], "smiles": "C=C=N.OI", "lumo_ev": -0.6902, "relative_energy_kcal_mol": 50.6}

2.
{"formula": "C17H17N3O3", "method": "wB97M-V/def2-TZVPD", "symbols": ["C", "C", "O", "C", "C", "C", "C", "C", "C", "H", "H", "O", "C", "C", "O", "H", "C", "N", "C", "C", "C", "C", "C", "C", "N", "N", "H", "H", "H", "H", "H", "H", "H", "H", "H", "H", "H", "H", "H", "H"], "xyz": [[0.252, 3.574, 5.393], [0.879, 3.632, 4.020], [1.239, 4.683, 3.536], [1.037, 2.350, 3.295], [0.604, 1.119, 3.795], [0.792, -0.033, 3.067], [1.419, 0.005, 1.818], [1.845, 1.226, 1.304], [1.652, 2.376, 2.043], [1.978, 3.330, 1.656], [2.305, 1.288, 0.331], [1.552, -1.202, 1.199], [2.299, -1.319, 0.011], [1.551, -0.900, -1.276], [2.016, 0.358, -1.680], [1.466, 0.666, -2.422], [0.026, -0.894, -1.053], [-0.648, -0.793, -2.316], [-1.637, -1.563, -2.844], [-2.363, -2.660, -2.394], [-3.305, -3.168, -3.257], [-3.530, -2.613, -4.527], [-2.820, -1.530, -4.983], [-1.856, -0.996, -4.126], [-0.994, 0.048, -4.265], [-0.304, 0.151, -3.207], [-2.986, -1.098, -5.956], [-4.285, -3.058, -5.157], [-3.894, -4.020, -2.952], [-2.196, -3.089, -1.418], [-0.237, -0.034, -0.426], [-0.287, -1.813, -0.556], [1.780, -1.644, -2.059], [3.229, -0.743, 0.064], [2.543, -2.383, -0.045], [0.465, -0.989, 3.445], [0.118, 1.054, 4.756], [0.221, 4.576, 5.813], [-0.761, 3.183, 5.325], [0.834, 2.927, 6.045]], "smiles": "CC(=O)c1ccc(OC[C@H](O)Cn2nnc3ccccc32)cc1", "lumo_ev": 0.3356, "relative_energy_kcal_mol": 53.5}

3.
{"formula": "C5H24NO9", "method": "wB97M-V/def2-TZVPD", "symbols": ["O", "C", "O", "C", "C", "C", "C", "N", "H", "H", "H", "H", "H", "H", "H", "H", "H", "H", "H", "H", "O", "H", "H", "O", "H", "H", "O", "H", "H", "O", "H", "H", "O", "H", "H", "O", "H", "H", "O"], "xyz": [[-1.376, 2.151, -0.189], [-1.126, 0.953, -0.036], [-0.719, 0.534, 1.111], [-1.345, -0.095, -1.110], [-0.056, -0.098, -2.014], [1.034, -0.996, -1.362], [0.802, -2.431, -0.890], [1.248, -3.428, -1.988], [-1.650, -1.043, -0.602], [-2.199, 0.189, -1.790], [-0.458, -0.330, -3.033], [0.465, 1.017, -1.972], [1.435, -0.313, -0.544], [2.031, -1.014, -1.926], [-0.286, -2.564, -0.835], [1.406, -2.758, 0.107], [1.763, -4.185, -1.479], [1.589, -2.999, -2.848], [-0.848, 2.581, -1.642], [-0.500, 3.925, -2.174], [-0.307, 3.040, -2.323], [-0.703, -2.867, 2.444], [0.667, -2.762, 2.587], [0.036, -3.504, 2.648], [0.819, 2.744, 1.111], [2.231, 2.907, 1.187], [1.483, 3.121, 1.746], [-1.413, 1.585, 2.210], [-2.482, 2.786, 2.085], [-2.036, 2.156, 2.649], [-2.577, -1.021, 1.918], [-3.273, -1.468, 3.145], [-2.600, -1.781, 2.483], [1.644, 0.417, 2.084], [0.289, -0.270, 2.073], [1.308, -0.439, 2.328], [2.310, 1.512, -1.372], [1.176, 2.419, -2.005], [2.218, 2.329, -1.781]], "lumo_ev": [-1.1800, -6.0790], "multiplicity": 2, "relative_energy_kcal_mol": 83.7}

4.
{"formula": "C2H8NS", "method": "wB97M-V/def2-TZVPD", "symbols": ["C", "C", "N", "S", "H", "H", "H", "H", "H", "H", "H", "H"], "xyz": [[-0.763, -0.603, 0.829], [0.351, -0.987, 0.012], [0.913, -2.082, 0.180], [-0.027, 2.808, -1.442], [-1.532, 0.176, 0.410], [-0.290, -0.045, 1.704], [-1.121, -1.532, 1.373], [0.684, -0.263, -0.700], [0.449, 3.874, -2.071], [0.474, -2.605, 0.927], [1.789, -2.362, -0.247], [-0.929, 3.620, -0.976]], "lumo_ev": -4.8628, "charge": 1, "relative_energy_kcal_mol": 19.5}

5.
{"formula": "C5H13N", "method": "wB97M-V/def2-TZVPD", "symbols": ["C", "C", "C", "C", "C", "H", "H", "H", "H", "H", "H", "H", "H", "H", "H", "H", "H", "H", "N"], "xyz": [[-1.032, 0.339, 1.735], [-0.755, -0.171, 0.263], [-0.522, -1.645, 0.132], [0.184, 0.715, -1.763], [1.689, 0.278, 0.031], [-1.262, 1.424, 1.624], [-0.134, 0.179, 2.428], [-1.920, -0.094, 2.204], [-1.611, 0.075, -0.399], [-1.405, -2.222, 0.538], [-0.357, -1.984, -0.911], [0.378, -1.997, 0.625], [0.862, 1.344, -2.241], [0.282, -0.233, -2.302], [-0.810, 1.174, -2.057], [1.844, 0.186, 1.175], [2.448, 1.057, -0.277], [1.916, -0.697, -0.399], [0.342, 0.671, -0.343]], "smiles": "CC(C)N(C)C", "lumo_ev": 1.0857, "relative_energy_kcal_mol": 25.4}

6.
{"formula": "CHN3O3", "method": "wB97M-V/def2-TZVPD", "symbols": ["C", "H", "N", "N", "N", "O", "O", "O"], "xyz": [[0.084, 0.877, 0.052], [2.154, -1.233, 0.577], [0.497, -0.433, 0.230], [-1.698, -0.443, -0.097], [-1.332, 0.761, -0.060], [1.665, -0.973, -0.253], [-0.621, -1.255, 0.080], [0.841, 1.825, -0.001]], "smiles": "O=c1nnon1O", "lumo_ev": -0.7324, "relative_energy_kcal_mol": 25.6}

7.
{"formula": "C3H7O3Si", "method": "wB97M-V/def2-TZVPD", "symbols": ["C", "C", "C", "O", "O", "O", "Si", "H", "H", "H", "H", "H", "H", "H"], "xyz": [[-2.799, 0.425, 0.105], [2.403, 0.076, -0.166], [1.257, 0.817, 0.601], [-3.315, 1.367, -0.496], [-3.221, -0.374, 0.959], [-1.225, -1.925, -0.141], [-1.143, -0.322, -0.501], [2.086, -0.317, -1.229], [3.361, 0.711, -0.299], [2.612, -0.656, 0.523], [1.168, 1.872, 0.225], [1.021, 0.606, 1.557], [-1.751, -2.092, 0.596], [-0.453, -0.190, -1.735]], "lumo_ev": 3.8728, "charge": -1, "relative_energy_kcal_mol": 78.6}